Formula: C11H13ClGdO
Source: the OMol25 dataset
Level of theory: the ωB97M-V functional and the def2-TZVPD basis

CARTESIAN COORDINATES (ANGSTROEM)
1 C 0.577 1.920 -1.295
2 C 0.413 0.772 -2.137
3 C 1.388 -0.214 -1.779
4 H -0.335 0.654 -2.922
5 C 2.207 0.347 -0.735
6 C 1.728 1.681 -0.481
7 H 2.174 2.460 0.125
8 H 0.135 2.907 -1.404
9 H 1.465 -1.230 -2.181
10 H 3.041 -0.161 -0.231
11 Gd -0.044 -0.024 0.301
12 Cl -2.573 -0.106 0.429
13 C -2.129 -4.732 -1.036
14 C -0.796 -5.236 -1.082
15 C -0.300 -5.048 -2.406
16 H -0.254 -5.695 -0.256
17 C -1.328 -4.432 -3.179
18 C -2.459 -4.238 -2.332
19 H -3.411 -3.799 -2.628
20 H -2.785 -4.735 -0.167
21 H 0.687 -5.337 -2.769
22 H -1.264 -4.169 -4.234
23 C 0.411 2.582 2.422
24 O 0.681 1.291 1.827
25 H -0.022 3.240 1.634
26 H 1.326 3.093 2.771
27 H -0.311 2.483 3.257

Properties
- energy above the lowest of the compared OMol25 structures with the same formula, charge and spin (kcal/mol) = 15.4
- gap between HOMO and LUMO (spin up / spin down) (eV) = 3.25 / 4.83
- LUMO level (spin up / spin down) (eV) = 0.594 / 2.167
- HOMO energy (spin up / spin down) (eV) = -2.7 / -2.7
- 2S+1 = 8
- charge = -1

Formula: C10H24F6N5O8P2S2Ti
Source: the OMol25 dataset
Level of theory: the ωB97M-V functional and the def2-TZVPD basis

CARTESIAN COORDINATES (ANGSTROEM)
1 Ti 0.006 -0.164 -0.115
2 C -2.111 2.001 4.213
3 N -1.360 1.159 3.275
4 C -2.179 0.113 2.638
5 P -0.178 1.904 2.441
6 O 0.651 1.063 1.553
7 O -0.930 3.055 1.513
8 P -1.198 2.889 -0.080
9 O -1.345 1.461 -0.472
10 N -2.598 3.676 -0.395
11 C -2.631 5.117 -0.138
12 C -3.846 2.975 -0.075
13 N 0.043 3.686 -0.787
14 C 0.564 3.078 -2.027
15 C 1.045 4.404 -0.003
16 N 0.704 2.770 3.526
17 C 0.622 4.220 3.639
18 C 2.034 2.206 3.809
19 H -2.679 1.337 4.865
20 H -2.819 2.659 3.696
21 H -1.430 2.591 4.820
22 H -2.669 -0.433 3.443
23 H -1.539 -0.563 2.065
24 H -2.950 0.552 1.996
25 H -1.748 5.580 -0.575
26 H -2.680 5.346 0.932
27 H -3.519 5.526 -0.619
28 H -3.785 1.951 -0.432
29 H -4.655 3.494 -0.588
30 H -4.057 2.980 1.000
31 H -0.256 2.708 -2.638
32 H 1.264 2.263 -1.826
33 H 1.090 3.856 -2.580
34 H 0.565 5.013 0.759
35 H 1.584 5.059 -0.687
36 H 1.763 3.725 0.469
37 H -0.409 4.552 3.536
38 H 1.236 4.736 2.896
39 H 0.983 4.499 4.630
40 H 1.970 1.124 3.896
41 H 2.368 2.623 4.759
42 H 2.759 2.449 3.029
43 F -0.265 0.505 -3.928
44 C -0.302 -0.756 -4.370
45 F -1.491 -0.979 -4.902
46 F 0.620 -0.904 -5.301
47 S -0.028 -1.927 -2.948
48 O -0.714 -1.267 -1.855
49 O -0.501 -3.181 -3.419
50 N 1.522 -1.945 -2.718
51 S 2.384 -0.758 -2.208
52 O 2.004 -0.267 -0.873
53 O 2.656 0.273 -3.165
54 C 3.975 -1.629 -1.868
55 F 4.820 -0.716 -1.386
56 F 4.472 -2.133 -2.990
57 F 3.812 -2.591 -0.978
58 O -0.279 -1.481 0.855

Properties
- energy above the lowest of the compared OMol25 structures with the same formula, charge and spin (kcal/mol) = 5.7
- gap between HOMO and LUMO (spin up / spin down) (eV) = 6.42 / 9.02
- LUMO level (spin up / spin down) (eV) = 0.104 / 0.104
- HOMO energy (spin up / spin down) (eV) = -6.3 / -8.9
- 2S+1 = 2

Formula: C13H28BiN4O7
Source: the OMol25 dataset
Level of theory: the ωB97M-V functional and the def2-TZVPD basis

CARTESIAN COORDINATES (ANGSTROEM)
1 O -0.555 -0.871 -3.798
2 H -0.819 -1.649 -4.366
3 Bi 1.268 0.677 -0.417
4 N 1.484 -1.679 -1.628
5 N -0.627 -1.641 -0.419
6 N 0.483 2.956 -0.370
7 N -1.133 1.447 0.616
8 O 2.124 -1.448 -2.722
9 O 1.103 3.731 -1.370
10 O -2.001 0.585 1.288
11 O -1.735 -1.664 0.269
12 C -0.310 -2.895 -0.873
13 C 0.945 -2.938 -1.490
14 C -0.427 3.639 0.354
15 C -1.365 2.735 0.943
16 C 1.547 -4.169 -2.070
17 H 1.538 -4.148 -3.175
18 H 1.011 -5.087 -1.773
19 H 2.594 -4.272 -1.747
20 C -1.230 -4.037 -0.696
21 H -2.107 -3.976 -1.362
22 H -1.596 -4.055 0.340
23 H -0.722 -4.981 -0.911
24 C -0.456 5.105 0.503
25 C -2.452 3.215 1.846
26 H 0.098 5.558 -0.311
27 H -0.020 5.382 1.468
28 H -1.482 5.484 0.487
29 H -3.203 2.428 2.014
30 H -2.964 4.099 1.426
31 H -2.015 3.517 2.812
32 H 1.363 3.007 -2.026
33 H -1.852 -0.345 0.838
34 C -2.102 0.166 -3.883
35 H -1.945 0.847 -4.703
36 H -1.793 0.559 -2.925
37 H -2.870 -0.565 -3.783
38 O 1.765 1.449 -2.314
39 H 0.485 -0.935 -3.518
40 H 1.657 0.802 -3.019
41 C 1.512 0.100 4.052
42 C 1.732 -1.372 3.635
43 C 1.513 -1.438 2.134
44 O 1.124 -0.108 1.739
45 C 0.944 0.806 2.838
46 H 0.851 0.202 4.917
47 H 2.463 0.584 4.308
48 H 1.013 -2.035 4.121
49 H 2.733 -1.724 3.896
50 H 2.406 -1.688 1.550
51 H 0.689 -2.087 1.826
52 H -0.128 1.001 2.888
53 H 1.463 1.730 2.562

Properties
- energy above the lowest of the compared OMol25 structures with the same formula, charge and spin (kcal/mol) = 66.7
- gap between HOMO and LUMO (spin up / spin down) (eV) = 4.69 / 4.59
- LUMO level (spin up / spin down) (eV) = -4.406 / -4.442
- HOMO energy (spin up / spin down) (eV) = -9.1 / -9.0
- charge = +1